[1]
{"formula": "C15H13CuO5", "method": "ωB97M-V/def2-TZVPD", "symbols": ["Cu", "C", "O", "H", "H", "H", "O", "H", "O", "H", "C", "C", "C", "C", "C", "C", "C", "O", "C", "C", "C", "C", "C", "C", "C", "O", "H", "H", "H", "H", "H", "H", "H", "H"], "coordinates": [[-16.45, 10.30, -19.65], [-18.46, 7.90, -21.16], [-18.37, 9.18, -20.57], [-17.94, 7.17, -20.54], [-19.50, 7.59, -21.20], [-18.12, 7.75, -22.18], [-16.22, 10.99, -17.51], [-16.52, 10.55, -16.68], [-14.53, 11.30, -20.26], [-14.55, 11.25, -21.23], [-18.05, 10.94, -30.64], [-19.19, 10.16, -30.34], [-19.55, 10.10, -28.94], [-18.70, 10.62, -27.88], [-17.59, 11.39, -28.32], [-17.39, 11.63, -29.65], [-16.66, 12.04, -27.25], [-15.69, 12.60, -27.58], [-16.90, 11.83, -25.84], [-16.04, 12.41, -24.88], [-16.29, 12.33, -23.53], [-17.31, 11.49, -23.07], [-18.15, 10.86, -24.01], [-18.04, 11.02, -25.43], [-19.05, 10.42, -26.41], [-20.01, 9.73, -26.07], [-17.79, 11.10, -31.67], [-19.80, 9.58, -31.03], [-20.40, 9.54, -28.60], [-16.47, 12.17, -29.78], [-15.13, 12.91, -25.17], [-15.54, 12.74, -22.86], [-17.41, 11.34, -22.00], [-18.91, 10.26, -23.53]], "total_charge": -2, "largest_force_ha_per_bohr": 0.0877, "energy_ha": -2595.93967, "spin_multiplicity": 1, "lumo_ev": 2.97, "homo_ev": 0.223}

=====

[2]
{"formula": "C15H13N7O4S", "method": "ωB97M-V/def2-TZVPD", "symbols": ["C", "S", "C", "C", "C", "C", "C", "C", "C", "N", "C", "C", "H", "H", "H", "H", "H", "H", "H", "H", "H", "H", "H", "O", "N", "O", "C", "C", "C", "N", "O", "O", "C", "N", "N", "N", "N", "C", "H", "H"], "coordinates": [[-1.17, 1.15, 3.57], [-1.87, 1.00, 1.90], [-3.17, 2.25, 2.13], [-0.70, 2.04, 1.08], [0.52, 1.56, 0.61], [1.48, 2.42, 0.01], [2.66, 1.92, -0.46], [2.94, 0.56, -0.37], [4.14, 0.03, -0.90], [5.12, -0.42, -1.35], [2.02, -0.30, 0.22], [0.84, 0.19, 0.71], [-0.28, 0.53, 3.66], [-0.89, 2.19, 3.75], [-1.90, 0.83, 4.31], [-3.71, 2.40, 1.20], [-3.87, 1.91, 2.89], [-2.73, 3.19, 2.44], [-0.94, 3.10, 0.95], [1.27, 3.48, -0.05], [3.39, 2.58, -0.91], [2.25, -1.36, 0.29], [0.13, -0.49, 1.18], [-0.27, -0.51, 10.20], [0.54, 0.31, 9.75], [1.02, 1.24, 10.46], [0.97, 0.23, 8.38], [1.88, 1.13, 7.88], [2.29, 1.08, 6.55], [3.22, 2.05, 6.05], [3.96, 2.64, 6.87], [3.27, 2.29, 4.82], [1.82, 0.11, 5.66], [0.96, -0.75, 6.14], [0.33, -1.83, 5.47], [-0.41, -2.33, 6.47], [-0.38, -1.77, 7.68], [0.49, -0.75, 7.51], [2.28, 1.88, 8.52], [2.16, 0.10, 4.65]], "largest_force_ha_per_bohr": 0.0883, "energy_ha": -1661.46648, "spin_multiplicity": 1, "lumo_ev": -2.48, "homo_ev": -6.824}

=====

[3]
{"formula": "C15H14ClF6IrN4O4PS", "method": "ωB97M-V/def2-TZVPD", "symbols": ["Ir", "O", "C", "O", "C", "C", "Cl", "N", "N", "C", "C", "O", "O", "C", "C", "C", "C", "C", "C", "H", "H", "H", "H", "H", "H", "C", "N", "C", "C", "N", "C", "S", "H", "H", "H", "H", "H", "H", "H", "H", "F", "P", "F", "F", "F", "F", "F"], "coordinates": [[-0.27, 0.07, 0.03], [4.95, -0.29, -1.94], [4.20, -0.04, -2.89], [4.69, 0.09, -4.08], [2.76, 0.12, -2.74], [1.74, 0.40, -3.66], [1.88, 0.60, -5.32], [0.57, 0.43, -2.99], [0.80, 0.18, -1.69], [2.09, -0.01, -1.53], [2.53, -0.31, -0.15], [3.73, -0.51, 0.10], [1.58, -0.36, 0.70], [-0.76, 0.66, -3.48], [-1.06, 1.86, -4.10], [-2.35, 2.05, -4.56], [-3.31, 1.06, -4.39], [-2.99, -0.13, -3.76], [-1.70, -0.35, -3.30], [4.38, -0.40, -0.85], [-0.31, 2.64, -4.21], [-2.61, 2.98, -5.05], [-4.31, 1.22, -4.76], [-3.73, -0.91, -3.64], [-1.43, -1.30, -2.85], [1.03, 1.80, 3.38], [-0.29, 2.29, 3.02], [-1.27, 2.68, 4.05], [-2.47, 3.20, 3.23], [-1.96, 3.10, 1.85], [-0.76, 2.56, 1.82], [0.09, 2.30, 0.29], [0.93, 1.16, 4.25], [1.69, 2.63, 3.62], [1.45, 1.22, 2.56], [-0.84, 3.46, 4.68], [-1.52, 1.82, 4.66], [-2.73, 4.23, 3.46], [-3.36, 2.58, 3.34], [-2.51, 3.26, 1.02], [-1.83, -1.82, 0.16], [-2.88, -0.84, 0.94], [-4.07, -1.23, 0.05], [-1.35, -0.25, 1.73], [-3.07, -1.84, 2.10], [-2.32, 0.33, -0.27], [-3.58, 0.36, 1.66]], "total_charge": 2, "largest_force_ha_per_bohr": 0.0166, "energy_ha": -3002.83868, "spin_multiplicity": 2, "lumo_ev": [-7.85, -10.00], "homo_ev": [-15.533, -15.533]}